C53H73I2N9O5PS2Sr | ωB97M-V with the def2-TZVPD basis set

**Charge**: -1
**Calculated total energy**: -127802.6910 eV
**Energy relative to the best compared isomer or geometry (same formula, charge and spin)**: 20.7 kcal per mole
**Gap between HOMO and LUMO**: 6.3 eV
**HOMO level**: -4.39 eV

Last column: Mulliken charge in e.
Atoms and positions in Å:
Sr1 0.2612 1.9541 -0.1713  2.43
I1 -4.8371 7.0808 -3.7032  -0.01
C1 -3.3268 6.0454 -2.6549  -0.43
C2 -2.7037 6.6432 -1.5760  -0.21
C3 -1.7216 5.9314 -0.9165  0.08
I2 -0.6877 6.8803 0.6629  -0.11
C4 -1.3107 4.6180 -1.2651  0.24
O1 -0.4000 3.9872 -0.6103  -0.85
C5 -1.9684 4.0636 -2.4028  -0.38
C6 -1.5252 2.7344 -2.9591  -0.95
N1 -1.5077 1.5947 -2.0271  1.02
C7 -2.8427 1.0201 -1.7573  -1.28
C8 -3.5788 1.6137 -0.5763  0.54
C9 -4.3558 2.7685 -0.6766  -0.60
C10 -5.0183 3.2379 0.4434  -0.73
C11 -4.9505 2.5061 1.6194  -0.76
C12 -4.2036 1.3397 1.6133  -0.19
N2 -3.5182 0.9162 0.5581  0.09
C13 -2.9474 4.7781 -3.0689  -0.24
H1 -2.9714 7.6411 -1.2586  0.41
H2 -0.4990 2.8415 -3.3243  -0.50
H3 -2.1549 2.5000 -3.8286  0.41
H4 -1.0186 0.8714 -2.5662  -0.15
H5 -2.6967 -0.0335 -1.5345  0.21
H6 -3.4759 1.1041 -2.6511  0.45
H7 -4.4513 3.2799 -1.6217  0.63
H8 -5.5996 4.1503 0.3872  0.44
H9 -5.4772 2.8235 2.5102  0.42
H10 -4.1637 0.6974 2.4874  0.42
H11 -3.4249 4.3347 -3.9355  0.47
N3 2.1037 0.3032 1.7345  0.06
C14 2.9140 -0.5841 0.8994  -0.44
C15 2.7152 -0.3034 -0.5889  1.05
N4 1.3109 -0.1718 -0.9759  1.95
H12 2.3965 1.2689 1.6098  -0.25
H13 2.2509 0.0917 2.7139  0.30
H14 2.6298 -1.6153 1.1307  -0.06
H15 3.9916 -0.5029 1.1032  0.53
H16 3.2354 -1.0873 -1.1561  0.72
H17 3.1947 0.6432 -0.8197  -1.62
H18 0.8086 -1.0497 -0.8806  -1.19
H19 1.2738 0.0671 -1.9696  -0.13
S1 -1.5372 -1.6189 -3.6754  -0.40
C16 -0.4856 -0.7637 -4.6593  0.07
N5 0.1664 0.3349 -4.3676  0.13
C17 0.9321 0.8029 -5.4156  -0.74
C18 1.6808 1.9804 -5.4090  0.54
C19 2.3798 2.3444 -6.5476  -0.89
C20 2.3519 1.5551 -7.6945  -0.47
C21 1.6101 0.3830 -7.7230  -0.48
C22 0.9018 0.0197 -6.5883  0.50
S2 -0.1434 -1.3468 -6.3395  -0.35
H20 1.7182 2.5682 -4.5041  0.05
H21 2.9493 3.2666 -6.5562  0.37
H22 2.8956 1.8639 -8.5792  0.36
H23 1.5658 -0.2228 -8.6197  0.36
O2 -1.3592 -1.8993 1.3527  0.00
P1 -0.6738 -3.1413 1.7943  -1.28
C23 0.4596 -2.6061 3.1676  2.65
C24 1.7339 -3.3695 3.5310  -1.12
C25 1.4904 -4.5327 4.4881  -0.71
C26 0.7835 -4.0436 5.7503  -1.10
C27 -0.5369 -3.3584 5.4014  -0.56
C28 -0.3195 -2.1996 4.4257  -1.00
C29 -1.9830 -4.3473 2.3185  0.41
C30 -3.1650 -4.2608 1.3148  -0.62
C31 -3.3835 -5.5813 0.5823  -0.45
C32 -3.7212 -6.7069 1.5668  -0.89
C33 -2.8451 -6.6320 2.8351  -1.05
C34 -1.5853 -5.7983 2.5942  0.09
C35 0.4495 -3.7711 0.4797  2.35
C36 -0.2716 -3.7061 -0.8730  -0.75
C37 0.6711 -4.1787 -1.9741  -0.52
C38 1.0767 -5.6570 -1.7676  -1.12
C39 0.7465 -6.1518 -0.3549  -0.75
C40 1.1694 -5.1220 0.6907  -0.99
H24 0.7642 -1.6760 2.6724  -1.84
H25 2.4011 -2.6584 4.0343  0.62
H26 2.2494 -3.7182 2.6333  0.36
H27 2.4455 -4.9953 4.7496  0.43
H28 0.8862 -5.2970 3.9915  0.04
H29 1.4347 -3.3321 6.2692  0.37
H30 0.6023 -4.8824 6.4269  0.51
H31 -1.0055 -2.9777 6.3126  0.46
H32 -1.2164 -4.0956 4.9663  0.03
H33 0.2515 -1.4195 4.9427  0.72
H34 -1.2735 -1.7570 4.1242  0.44
H35 -2.3195 -3.8964 3.2582  0.84
H36 -2.9895 -3.4543 0.6029  0.22
H37 -4.0820 -4.0044 1.8515  0.55
H38 -2.4841 -5.8424 0.0185  -0.10
H39 -4.1889 -5.4681 -0.1450  0.56
H40 -3.5893 -7.6712 1.0707  0.37
H41 -4.7739 -6.6350 1.8504  0.37
H42 -2.5686 -7.6368 3.1609  0.44
H43 -3.4106 -6.1743 3.6521  0.37
H44 -1.0354 -6.2220 1.7516  -0.05
H45 -0.9398 -5.8556 3.4726  -0.18
H46 1.1982 -2.9702 0.4800  -1.11
H47 -0.6085 -2.6884 -1.0659  0.03
H48 -1.1740 -4.3243 -0.8756  0.18
H49 1.5635 -3.5441 -1.9735  0.04
H50 0.1884 -4.0410 -2.9400  0.50
H51 2.1504 -5.7716 -1.9387  0.39
H52 0.5683 -6.2951 -2.4935  0.38
H53 1.2531 -7.1019 -0.1672  0.56
H54 -0.3266 -6.3443 -0.2735  0.04
H55 2.2508 -4.9790 0.6015  0.44
H56 0.9874 -5.5155 1.6946  0.29
C41 2.2128 5.9742 -1.9555  -1.06
C42 3.3829 5.2153 -2.5802  -1.13
C43 3.9561 4.1079 -1.6648  2.51
C44 5.1225 3.4146 -2.3877  -1.45
C45 5.7457 2.2727 -1.5871  -1.00
C46 4.4933 4.7797 -0.4118  -0.29
O3 5.4663 5.5084 -0.4226  -0.69
N6 3.7994 4.5411 0.7413  0.16
C47 2.7662 3.6010 0.9075  -0.59
O4 2.3005 3.4396 2.0314  -0.80
N7 2.3757 2.8894 -0.1565  1.01
C48 2.8350 3.1021 -1.3995  -1.27
O5 2.3481 2.4682 -2.3347  -0.42
H57 1.8038 6.6912 -2.6679  0.53
H58 2.5321 6.5245 -1.0686  0.37
H59 1.4128 5.2906 -1.6645  0.04
H60 4.1944 5.9074 -2.8152  0.44
H61 3.0594 4.7352 -3.5057  0.15
H62 5.8813 4.1720 -2.5878  0.53
H63 4.7498 3.0299 -3.3383  0.43
H64 6.0514 2.6065 -0.5928  0.30
H65 6.6314 1.8951 -2.0990  0.53
H66 5.0425 1.4460 -1.4778  0.01
H67 4.0972 5.0168 1.5797  0.30
N8 -2.4683 2.9962 5.7700  -0.48
C49 -2.0004 2.7220 4.5067  0.75
C50 -1.6620 1.4212 4.1205  -0.59
C51 -1.1583 1.1996 2.8551  -0.96
N9 -0.9616 2.1744 1.9636  1.39
C52 -1.2854 3.4146 2.3324  -0.64
C53 -1.8014 3.7380 3.5690  -0.90
H68 -2.8176 2.2347 6.3223  0.19
H69 -2.8960 3.8908 5.9253  0.20
H70 -1.7985 0.5994 4.8140  0.31
H71 -0.9398 0.1900 2.5183  0.19
H72 -1.1239 4.1801 1.5864  -0.14
H73 -2.0269 4.7680 3.8174  0.34

Force components x, y, z for each atom (eV/Å):
Sr -1.091 -2.040 0.446
I 0.186 -0.128 0.152
C -0.240 0.171 -0.179
C -0.095 -0.009 -0.029
C 0.341 0.022 0.303
I -0.144 -0.082 -0.195
C -0.231 0.412 -0.028
O -0.640 1.698 -0.651
C 0.099 -0.033 0.057
C 0.072 0.076 0.028
N -0.510 -0.195 -0.428
C 0.012 0.263 0.072
C -0.151 0.056 -0.006
C 0.012 -0.038 0.059
C -0.033 -0.017 -0.076
C 0.025 0.025 0.027
C -0.059 0.049 -0.003
N 0.094 -0.163 -0.053
C -0.001 0.018 -0.074
H 0.017 -0.001 0.012
H 0.012 -0.039 -0.014
H 0.079 -0.021 -0.016
H -0.022 -0.052 0.032
H -0.023 -0.048 -0.090
H 0.028 -0.074 -0.001
H 0.075 0.064 -0.005
H -0.010 -0.007 0.003
H 0.012 -0.021 0.015
H 0.065 0.071 0.057
H 0.018 -0.035 0.009
N 0.052 0.027 -0.173
C -0.102 0.015 -0.030
C 0.121 -0.201 0.142
N 0.312 -0.725 -0.588
H 0.021 0.025 0.158
H -0.051 0.051 0.031
H -0.019 -0.015 -0.014
H -0.023 -0.049 -0.023
H 0.035 0.049 0.024
H 0.020 -0.039 -0.083
H -0.013 -0.012 0.024
H -0.036 -0.134 -0.058
S -0.322 -0.375 0.371
C 0.517 0.170 -0.605
N 0.021 -0.009 0.174
C -0.043 -0.101 -0.300
C -0.005 -0.101 0.034
C -0.002 0.091 0.013
C -0.014 -0.054 -0.147
C -0.007 0.092 0.003
C -0.046 -0.080 0.039
S -0.033 0.243 0.431
H 0.026 0.061 0.033
H 0.017 -0.016 0.051
H 0.021 0.000 0.021
H 0.022 -0.011 0.006
O -0.168 0.385 -0.161
P 0.438 -0.269 0.238
C -0.155 -0.130 -0.083
C -0.084 -0.166 -0.055
C 0.113 0.148 0.042
C -0.133 -0.147 -0.142
C 0.160 0.125 0.029
C -0.069 -0.118 -0.031
C 0.360 0.234 -0.178
C 0.033 -0.073 -0.219
C -0.078 -0.012 0.170
C 0.076 0.062 -0.028
C 0.040 -0.034 -0.104
C -0.161 -0.052 0.132
C -0.402 0.088 0.230
C 0.164 0.093 -0.143
C -0.072 -0.177 0.017
C -0.067 0.044 0.067
C 0.130 0.040 -0.064
C -0.095 -0.153 0.087
H -0.008 0.034 -0.029
H 0.051 -0.009 -0.074
H 0.043 0.080 0.039
H -0.021 -0.049 -0.026
H 0.047 -0.009 0.064
H 0.006 -0.020 0.040
H 0.033 0.042 0.058
H -0.078 -0.046 -0.028
H -0.017 -0.013 0.056
H -0.043 0.038 -0.027
H 0.013 0.048 0.076
H -0.020 -0.039 0.014
H -0.097 0.063 0.057
H 0.025 0.029 0.022
H -0.036 0.005 -0.047
H 0.045 -0.005 -0.049
H -0.027 -0.018 0.032
H -0.014 -0.036 -0.032
H -0.033 0.013 0.059
H 0.018 -0.015 0.029
H 0.014 0.012 0.075
H 0.016 -0.023 -0.078
H 0.026 -0.012 -0.050
H -0.075 0.020 -0.017
H 0.006 0.008 0.025
H -0.030 0.044 0.004
H 0.037 0.082 -0.041
H -0.014 -0.043 -0.035
H 0.038 0.009 -0.028
H -0.046 -0.008 0.034
H 0.017 -0.027 0.003
H -0.005 0.032 0.053
H 0.126 0.022 -0.030
C 0.151 -0.132 -0.080
C -0.131 0.137 0.100
C 0.014 0.101 -0.346
C 0.061 -0.165 0.114
C -0.057 0.111 -0.076
C -0.069 -0.030 0.006
O -0.075 -0.001 -0.036
N -0.148 -0.026 0.163
C 0.597 0.414 0.147
O 0.005 -0.016 -0.114
N 1.390 0.463 0.195
C 0.344 0.199 0.080
O 0.026 0.023 -0.082
H -0.022 0.020 0.029
H -0.062 0.028 0.023
H -0.054 0.059 0.030
H 0.040 -0.056 -0.030
H 0.053 -0.047 0.010
H -0.048 0.041 -0.046
H -0.034 0.065 -0.011
H 0.018 -0.018 0.010
H -0.002 -0.049 0.027
H 0.027 -0.022 0.031
H 0.045 0.024 -0.003
N 0.094 0.027 0.047
C 0.150 0.007 -0.258
C -0.036 0.031 0.126
C -0.108 -0.070 0.047
N -0.381 -0.028 0.799
C -0.083 0.060 0.073
C -0.038 -0.063 0.225
H -0.061 0.002 -0.001
H -0.063 -0.016 0.019
H 0.010 -0.049 -0.059
H 0.022 -0.004 -0.003
H 0.052 0.042 0.020
H -0.021 0.014 -0.083